Density functional theory data (ωB97M-V/def2-TZVPD) for a molecular structure, C37H41BI2N3O3Sb2Tl.

Computed properties:
E_HOMO (eV): -2.474
Kohn-Sham gap (eV): 5.8
Total energy (eV): -84296.9945
Energy above the lowest of the compared OMol25 structures with the same formula, charge and spin (kJ/mol): 0.0

The geometry in ORCA input format:
```
! wB97M-V def2-TZVPD RIJCOSX def2/J DEFGRID3
* xyz -2 1
Tl 2.065 -0.306 -1.963
C -2.545 -0.414 -0.911
Sb -0.663 -1.108 -0.133
C -0.885 -0.049 1.727
C -1.414 -3.012 0.804
C -2.726 -3.520 0.334
C -3.887 -3.008 0.922
C -5.154 -3.378 0.510
C -5.296 -4.295 -0.520
C -4.161 -4.832 -1.104
C -2.875 -4.476 -0.698
C -1.713 -5.109 -1.388
Sb -0.732 -3.802 -2.864
C -2.566 -3.178 -3.793
C -0.418 -5.451 -4.246
H -3.384 -0.705 -0.278
H -2.701 -0.778 -1.924
H -2.459 0.671 -0.953
H -1.886 -0.211 2.127
H -0.734 1.011 1.533
H -0.133 -0.385 2.438
H -1.469 -2.744 1.860
H -0.606 -3.729 0.676
H -3.775 -2.286 1.723
H -6.025 -2.944 0.985
H -6.279 -4.591 -0.867
H -4.266 -5.559 -1.903
H -2.038 -6.000 -1.929
H -0.934 -5.400 -0.684
H -2.976 -3.992 -4.391
H -2.369 -2.312 -4.420
H -3.282 -2.900 -3.021
H -1.333 -6.037 -4.337
H 0.391 -6.092 -3.896
H -0.148 -5.052 -5.223
I 3.345 1.482 3.366
C 3.476 -0.562 2.950
C 4.099 -1.410 3.854
C 4.192 -2.760 3.609
I 5.163 -3.957 5.040
C 3.653 -3.315 2.428
C 3.688 -4.688 2.097
C 3.137 -5.126 0.927
C 2.544 -4.186 0.069
N 2.488 -2.906 0.342
C 3.018 -2.447 1.492
C 2.904 -0.991 1.722
O 2.347 -0.221 0.916
H 4.514 -0.998 4.764
H 4.157 -5.385 2.779
H 3.153 -6.175 0.659
H 2.105 -4.499 -0.874
C 3.418 6.009 3.484
C 2.119 5.259 3.350
C 1.309 5.081 4.465
C 0.128 4.360 4.378
C -0.262 3.838 3.157
C 0.530 4.015 2.028
N 0.090 3.455 0.805
C -0.114 4.242 -0.322
C -0.586 5.553 -0.210
C -0.881 6.287 -1.347
C -0.715 5.734 -2.610
C -0.198 4.450 -2.723
C 0.120 3.710 -1.596
C 0.795 2.368 -1.729
O 0.420 1.451 -0.943
O 1.736 2.267 -2.539
C 1.745 4.708 2.119
C 2.655 4.817 0.929
H 3.487 6.485 4.462
H 3.517 6.779 2.718
H 4.273 5.338 3.376
H 1.617 5.503 5.415
H -0.486 4.209 5.257
H -1.182 3.278 3.052
H 0.369 2.502 0.591
H -0.740 5.978 0.775
H -1.260 7.298 -1.243
H -0.973 6.299 -3.496
H -0.027 4.001 -3.692
H 2.544 5.782 0.426
H 2.443 4.044 0.194
H 3.697 4.713 1.231
B -1.686 1.009 -5.327
C -0.715 0.166 -4.397
N -0.033 -0.483 -3.721
H -2.429 0.222 -5.893
H -2.320 1.770 -4.623
H -1.011 1.619 -6.136
*
```

Here are the Löwdin charges for atoms 1 to 6, given in e: 0.75 -0.29 1.30 -0.30 -0.31 -0.28

Density functional theory data (ωB97M-V/def2-TZVPD) for 2 unconnected molecules or ions with the total composition C3H8NO.

Computed properties:
<S²>: 0.7750
E_HOMO (spin up / spin down) (eV): -7.934 / -7.926
Kohn-Sham gap (spin up / spin down) (eV): 8.9 / 5.9
Total energy (eV): -6775.5077
Energy above the lowest of the compared OMol25 structures with the same formula, charge and spin (kJ/mol): 53.9

The geometry in ORCA input format:
```
! wB97M-V def2-TZVPD RIJCOSX def2/J DEFGRID3
* xyz 0 2
O -0.147 -0.749 -0.277
C -1.030 -1.665 -0.223
C -2.373 -1.426 -0.450
N 1.848 0.988 0.500
C 1.296 2.329 0.357
H -0.842 -2.704 0.119
H -3.134 -2.179 -0.372
H -2.794 -0.492 -0.735
H 1.363 0.167 0.296
H 2.832 0.876 0.319
H 1.754 2.927 1.098
H 1.497 2.679 -0.672
H 0.216 2.366 0.558
*
```

Here are the natural (NBO) charges for atoms 1 to 6, given in e: -0.48 0.22 -0.24 -0.89 -0.40 0.14